Record 1
Entry from OMol25: an isolated molecule of C4H6FNO at a distorted geometry (ωB97M-V with the def2-TZVPD basis set).

Each line ends with the Löwdin charge.
Atoms and positions in Å:
C 0.4712 -0.5645 -1.9802  0.0726
C -0.1200 0.2372 -1.1200  -0.3214
C -0.0154 -0.5773 1.4511  -0.5660
C 0.5323 0.5846 0.5306  0.0455
N -1.2809 -0.3064 1.7631  0.1918
O 0.6741 -1.4616 1.8841  0.0697
F -1.2301 0.8477 -1.2896  0.0986
H -0.2417 -0.9304 -2.7149  0.0758
H 1.4105 -0.9198 -1.9482  0.0259
H -0.0535 1.4840 0.8502  0.1019
H 1.5709 0.5081 0.6278  0.0756
H -1.6704 0.4270 1.2855  0.0627
H -1.6896 -0.5473 2.5645  0.0675

Cartesian forces (eV/Å) of the 3 atoms listed first:
-4.35 0.93 -0.52
5.15 -0.07 4.50
1.53 1.64 -0.95

Results
Relative energy (zero: lowest compared OMol25 entry of this formula, charge and spin): 174.53 kJ/mol
HOMO energy: -9.65 eV
Charge: 0
SMILES: C=C(F)CC(N)=O

=====

Record 2
Entry from OMol25: a structure of composition C19H21Cl2NO5ReTe at a distorted geometry (ωB97M-V with the def2-TZVPD basis set).

Each line ends with the Löwdin spin population.
Atoms and positions in Å:
Re -2.9017 1.4210 0.1087  1.5325
O -3.0076 1.2861 -2.0871  0.0158
C -3.0303 -0.0515 -2.6759  0.0005
C -4.0342 -0.7908 -1.8434  0.0002
N -3.6210 -0.6181 -0.3783  -0.0090
C -4.9073 -0.8452 0.3375  0.0039
C -5.6668 0.5258 0.4286  0.0144
O -6.8573 0.6226 0.6840  0.0178
O -4.7999 1.5852 0.0697  0.1588
C -2.6050 -1.5751 0.0429  0.0050
C -1.1922 -1.0264 -0.1720  0.0106
O -0.2103 -1.7451 -0.3289  0.0487
O -1.1386 0.3190 -0.1918  0.0869
H -2.5178 2.0002 -2.5270  0.0009
H -2.0350 -0.4633 -2.6444  0.0003
H -3.3724 -0.0062 -3.7254  -0.0001
H -4.2314 -1.8135 -2.1478  -0.0004
H -4.9825 -0.2598 -1.9203  0.0002
H -4.7241 -1.1242 1.3740  -0.0001
H -5.5440 -1.6074 -0.1320  -0.0003
H -2.7003 -2.5483 -0.4297  -0.0001
H -2.6782 -1.7232 1.1187  0.0004
Cl -2.5189 1.2791 2.3555  0.0528
C -3.2523 3.0883 1.7598  0.0514
Cl -2.1474 3.6363 0.2297  0.0515
H -2.9933 3.7743 2.5547  0.0026
H -4.3224 3.1050 1.5103  0.0054
Te 1.9243 -0.1350 -0.8969  0.6317
C 2.3425 -0.5262 1.1313  0.0497
C 2.9713 0.4570 1.9078  0.0210
C 3.2202 0.2046 3.2396  -0.0002
C 2.8938 -1.0093 3.8064  0.0125
C 2.3342 -2.0038 3.0397  0.0001
C 2.0377 -1.7841 1.6959  0.0165
C 3.9802 0.0642 -1.3527  0.0662
C 4.2810 0.8289 -2.4761  0.0470
C 5.6022 0.9919 -2.8641  -0.0019
C 6.6138 0.3723 -2.1564  0.0611
C 6.2998 -0.4169 -1.0646  -0.0012
C 4.9977 -0.5856 -0.6584  0.0397
H 3.2651 1.4086 1.4431  0.0020
H 3.7194 0.9580 3.8376  -0.0002
H 3.1426 -1.2134 4.8346  0.0007
H 2.0481 -2.9628 3.4707  -0.0002
H 1.5728 -2.5253 1.0677  0.0022
H 3.4482 1.3502 -2.9691  0.0017
H 5.8055 1.6219 -3.7340  -0.0011
H 7.6427 0.5403 -2.3983  0.0032
H 7.0962 -0.8772 -0.4692  -0.0010
H 4.7530 -1.2032 0.1953  0.0003

Cartesian forces (eV/Å) of the 3 atoms listed first:
0.04 -3.09 -3.14
-0.08 0.68 0.75
-0.24 0.38 -0.92

Results
Relative energy (zero: lowest compared OMol25 entry of this formula, charge and spin): 105.17 kJ/mol
HOMO energy (alpha / beta): -14.04 / -14.46 eV
Spin multiplicity: 4
Charge: +2

=====

Record 3
Entry from OMol25: a structure of composition C17H27F6N2O11S4Y at a distorted geometry (ωB97M-V with the def2-TZVPD basis set).

Each line ends with the Löwdin charge.
Atoms and positions in Å:
Y 0.1544 0.1727 -0.1486  1.4897
O 3.6962 -1.8236 -2.7967  0.1932
C 2.7926 -1.5098 -1.8986  -0.4327
O 2.0778 -0.5296 -1.9411  0.0145
C 2.6793 -2.4847 -0.7774  -0.1490
C 3.4003 -3.6700 -0.7086  0.0634
C 3.1467 -4.5239 0.3522  0.0187
C 2.1696 -4.1758 1.2731  0.0541
C 1.5037 -2.9682 1.1097  -0.1435
N 1.7738 -2.1244 0.1204  0.1531
C 0.4072 -2.4433 1.9836  -0.4262
O -0.0976 -3.1535 2.9540  0.2285
O -0.0060 -1.3246 1.7652  -0.0730
H 3.7314 -1.1784 -3.5177  0.1609
H 4.1298 -3.9104 -1.4688  0.1384
H 3.6912 -5.4526 0.4534  0.1353
H 1.9522 -4.8393 2.1003  0.1312
H 0.2597 -4.0441 3.0463  0.1374
F -2.4814 -3.2965 -2.5808  0.1574
C -3.0035 -3.1484 -1.3665  -0.6754
F -2.6089 -4.1470 -0.5858  0.1666
F -4.3102 -3.1026 -1.4454  0.2029
S -2.3259 -1.5717 -0.6622  0.6461
O -2.8115 -0.4634 -1.4245  -0.2612
O -0.8650 -1.7615 -0.7913  -0.3844
N -2.8059 -1.6753 0.8278  -0.2420
S -2.6141 -0.3593 1.6800  0.6859
O -1.7007 0.5510 0.9475  -0.4520
O -2.3619 -0.5692 3.0571  -0.2084
C -4.2356 0.5491 1.6081  -0.6696
F -4.6862 0.5741 0.3631  0.1644
F -4.0014 1.7908 2.0253  0.1614
F -5.1052 -0.0411 2.3956  0.1956
C -1.7246 3.1185 -0.6035  -0.0344
O -0.4378 2.5885 -0.2610  -0.3274
C 0.6060 3.5662 -0.2247  -0.1631
C 1.7974 3.0204 -0.9866  -0.1439
O 2.1227 1.7132 -0.4921  -0.3686
C 3.4899 1.5815 -0.1038  -0.0688
H -2.1001 3.7556 0.1984  0.1120
H -2.3948 2.2751 -0.7450  0.0810
H -1.6620 3.6943 -1.5282  0.1039
H 0.8791 3.7669 0.8128  0.1172
H 0.2765 4.4965 -0.6883  0.1434
H 2.6451 3.6946 -0.8646  0.1441
H 1.5583 2.9306 -2.0488  0.1334
H 4.1439 1.7616 -0.9580  0.1101
H 3.6318 0.5611 0.2519  0.0884
H 3.7310 2.2751 0.7028  0.1032
C -1.0398 1.7402 -4.4348  -0.2038
S -0.0276 0.4771 -3.6470  0.9727
C -1.0194 -0.9392 -4.1428  -0.2130
O -0.3204 0.6753 -2.1659  -0.6519
H -1.0581 1.5611 -5.5090  0.0745
H -0.5908 2.7117 -4.2366  0.0606
H -2.0425 1.6899 -4.0127  0.0756
H -0.9393 -1.0710 -5.2210  0.0791
H -2.0501 -0.7642 -3.8415  0.0606
H -0.6263 -1.8166 -3.6340  0.0524
C 1.9200 0.2819 3.4529  -0.3183
S 1.1310 1.4073 2.2681  0.8280
C -0.2378 1.9807 3.3023  -0.3086
H 2.3368 0.8723 4.2647  0.0570
H 2.7213 -0.2453 2.9372  0.0415
H 1.1803 -0.4172 3.8353  0.0443
H -0.7936 1.1284 3.6804  0.0338
H -0.8887 2.5908 2.6794  0.0430
H 0.1707 2.5758 4.1150  0.0604

Cartesian forces (eV/Å) of the 3 atoms listed first:
2.28 0.38 0.29
0.22 -0.27 -0.01
-0.16 0.27 0.05

Results
Relative energy (zero: lowest compared OMol25 entry of this formula, charge and spin): 56.76 kJ/mol
HOMO energy: -14.50 eV
Charge: +2

=====

Record 4
Entry from OMol25: a cluster of 2 separate species, C3H11N4 in total at a distorted geometry (ωB97M-V with the def2-TZVPD basis set).

Each line ends with the Löwdin charge.
Atoms and positions in Å:
C 0.5136 -3.1650 0.8244  -0.2116
C -0.1600 3.0420 -1.0284  -0.1862
C 0.3576 -0.7184 0.9459  -0.1958
N 1.1305 -3.9767 0.0238  0.1483
N -0.3974 0.0125 0.1471  0.1569
N -1.1312 2.8334 0.0368  -0.0982
N 0.7505 -1.9191 0.8018  0.1257
H -0.3575 -3.4556 1.2973  0.1378
H 0.0235 2.0617 -1.5683  0.0761
H -0.5200 3.9086 -1.6447  0.0871
H 0.8400 3.3179 -0.5172  0.1036
H 0.7845 -0.1517 1.7542  0.1490
H 0.9416 -4.9726 -0.1562  0.1432
H 1.9195 -3.5465 -0.6027  0.1909
H -0.8705 -0.4564 -0.6909  0.1661
H -0.5894 1.0562 0.1896  0.0676
H -1.3194 3.7486 0.4759  0.1064
H -1.9160 2.3812 -0.2886  0.0331

Cartesian forces (eV/Å) of the 3 atoms listed first:
-0.53 1.41 -1.55
1.39 0.53 0.21
0.00 1.94 0.39

Results
Relative energy (zero: lowest compared OMol25 entry of this formula, charge and spin): 158.17 kJ/mol
HOMO energy: -13.00 eV
Charge: +1

=====

Q: Number 1 is which compound?
A: C4H6FNO